Record 1
The following is a DFT calculation (ωB97M-V with the def2-TZVPD basis set) of 7 unconnected molecules or ions with the total composition C44H108F4N5O11P2S4.

The strongest force on any atom is 0.3205 Eh/bohr. The spin multiplicity is 1. Its total charge is +3. The LUMO energy is -5.334 eV. As for the HOMO energy: -10.4199 eV. The gap between HOMO and LUMO is 5.1 eV.

Positions of all 178 atoms, in Å:
C1 -11.10717 -2.23000 3.09778
C2 -10.28818 -2.07286 4.39209
C3 -11.29055 -2.10723 5.55979
O1 -10.59663 -2.60394 6.75609
C4 -11.48771 -2.55612 7.92347
N1 -9.25811 -3.16731 4.52139
H1 -9.72104 -4.06483 4.50586
H2 -8.60409 -3.14782 3.75198
H3 -8.76915 -3.25513 5.40077
H4 -11.73472 -3.11856 3.02886
H5 -10.40809 -2.19156 2.26236
H6 -11.82467 -1.42906 2.91946
H7 -9.64738 -1.19328 4.33039
H8 -12.16325 -2.74527 5.42052
H9 -11.70778 -1.10193 5.61800
H10 -12.06537 -3.48042 7.93161
H11 -12.16727 -1.70908 8.01738
H12 -10.94552 -2.63895 8.86543
C5 -0.85049 -18.34471 4.71160
C6 -0.60006 -17.41911 5.89342
C7 -1.42286 -16.10036 5.81887
O2 -1.22758 -15.22176 6.93650
C8 -1.84353 -14.00206 6.73715
N2 -0.98300 -18.17641 7.18648
H13 -1.29472 -17.51623 7.88440
H14 -1.67997 -18.88590 7.01052
H15 -0.08930 -18.57460 7.43714
H16 -0.66657 -18.01492 3.68910
H17 -1.86307 -18.74052 4.63348
H18 -0.26251 -19.26115 4.66124
H19 0.46071 -17.16986 5.92067
H20 -2.47491 -16.37028 5.91069
H21 -1.29887 -15.67191 4.82431
H22 -1.46939 -13.34405 7.52146
H23 -2.90190 -14.13664 6.96038
H24 -1.71860 -13.36341 5.86272
C9 -10.81383 -10.63477 -2.54120
C10 -9.46508 -9.83269 -2.44437
C11 -8.96954 -9.39280 -3.85703
O3 -9.13093 -10.43563 -4.74517
C12 -7.97510 -11.27536 -4.86329
N3 -9.72849 -8.52315 -1.67193
H25 -10.60267 -8.10392 -1.95508
H26 -9.81114 -8.59304 -0.66775
H27 -8.95772 -7.87599 -1.75672
H28 -10.81075 -11.64735 -2.94467
H29 -11.48595 -9.96877 -3.08230
H30 -11.24360 -10.70662 -1.54209
H31 -8.69027 -10.29461 -1.83249
H32 -7.92577 -9.09023 -3.94113
H33 -9.46972 -8.53601 -4.30851
H34 -7.00386 -10.99556 -4.45524
H35 -7.69912 -11.46125 -5.90126
H36 -8.26368 -12.25072 -4.47149
C13 2.77384 10.67208 -6.40946
C14 2.14372 9.22704 -6.41164
C15 0.65965 9.29027 -6.07516
C16 0.22254 9.87017 -4.67873
P1 0.65114 9.07427 -3.11545
C17 2.44911 8.85838 -3.00540
C18 3.42793 10.04786 -2.70836
C19 3.78321 10.14914 -1.23905
C20 3.88471 11.51495 -0.62294
C21 -0.14051 7.49079 -2.80888
C22 -1.67224 7.55870 -2.65882
C23 -2.27807 6.17128 -2.91453
C24 -3.60260 6.22734 -3.70455
C25 0.03922 10.15941 -1.76763
C26 -0.19716 9.71730 -0.27191
C27 -0.53260 10.90936 0.64355
C28 0.77405 11.66093 1.24057
H37 2.29374 11.31307 -7.14887
H38 3.81601 10.64289 -6.72745
H39 2.75605 11.20069 -5.45638
H40 2.56154 8.31588 -5.98348
H41 2.10192 9.03294 -7.48340
H42 0.27974 8.28960 -6.28118
H43 0.15048 9.89514 -6.82548
H44 -0.85801 10.01323 -4.68344
H45 0.69365 10.85291 -4.69849
H46 2.78798 8.34952 -3.90779
H47 2.36686 8.16593 -2.16764
H48 2.90284 10.90392 -3.13207
H49 4.23716 10.12316 -3.43472
H50 4.75153 9.69811 -1.02218
H51 3.23663 9.45029 -0.60584
H52 3.17591 11.72826 0.17720
H53 3.87896 12.31120 -1.36728
H54 4.82383 11.60478 -0.07696
H55 0.32375 6.88905 -2.02753
H56 0.28795 6.92602 -3.63686
H57 -2.13866 8.18391 -3.42018
H58 -2.06276 7.87392 -1.69123
H59 -2.34431 5.55390 -2.01866
H60 -1.58860 5.47084 -3.38584
H61 -3.39317 6.05507 -4.76027
H62 -4.12275 7.16295 -3.49913
H63 -4.19453 5.39164 -3.33130
H64 -0.84146 10.64402 -2.18913
H65 0.73347 10.97976 -1.94973
H66 0.76128 9.23336 -0.08404
H67 -0.97112 8.95759 -0.16275
H68 -1.18597 10.57905 1.45108
H69 -0.99453 11.73170 0.09722
H70 1.15674 12.13752 0.33807
H71 1.52273 10.93768 1.56382
H72 0.57320 12.35999 2.05242
C29 9.78435 1.31398 3.36535
C30 9.25377 -0.13028 3.58438
C31 8.23991 -0.53406 2.44488
C32 6.92815 0.28732 2.48631
P2 6.17403 1.17737 0.91654
C33 5.48994 -0.20493 -0.10172
C34 6.24534 -1.56900 -0.18176
C35 5.70173 -2.50637 -1.33225
C36 4.26860 -2.92521 -1.35384
C37 4.82257 2.23924 1.51668
C38 4.18084 1.86939 2.89829
C39 2.99814 2.78704 3.27533
C40 1.75217 2.41162 2.51468
C41 7.45708 1.98114 -0.01570
C42 7.97767 3.41427 0.47445
C43 9.10915 3.90333 -0.43505
C44 9.59002 5.33355 -0.33865
H73 10.63955 1.38676 4.03724
H74 8.97447 2.04311 3.34169
H75 10.32164 1.47149 2.43014
H76 8.73617 -0.24796 4.53641
H77 10.06211 -0.84916 3.45055
H78 8.04260 -1.54801 2.79279
H79 8.64860 -0.72443 1.45250
H80 6.79078 0.88055 3.39035
H81 6.20888 -0.52457 2.59393
H82 5.44338 0.15576 -1.12925
H83 4.45840 -0.41606 0.18019
H84 6.26160 -1.97458 0.82985
H85 7.29313 -1.42598 -0.44590
H86 6.34107 -3.38754 -1.27853
H87 5.97624 -2.08415 -2.29892
H88 4.22728 -3.62424 -2.18915
H89 3.57429 -2.09644 -1.49231
H90 3.93189 -3.52321 -0.50701
H91 4.19095 2.16916 0.63111
H92 5.31880 3.20903 1.55375
H93 4.90948 1.76666 3.70244
H94 3.76471 0.86511 2.81869
H95 3.41031 3.78682 3.13879
H96 2.81091 2.61430 4.33514
H97 1.39107 1.55391 3.08217
H98 1.78592 2.09203 1.47313
H99 0.91263 3.09991 2.61232
H100 7.21006 2.00918 -1.07697
H101 8.23382 1.22255 0.08079
H102 8.23357 3.37231 1.53317
H103 7.14746 4.12049 0.48351
H104 8.86105 3.84793 -1.49499
H105 10.01533 3.30499 -0.34049
H106 8.99777 6.09890 -0.84023
H107 10.56933 5.28869 -0.81515
H108 9.71033 5.53929 0.72497
N4 -4.52728 -4.94898 0.15366
S1 -3.64839 -3.82142 -0.35139
O4 -3.30484 -3.74396 -1.74762
O5 -2.76501 -3.20569 0.70451
F1 -4.80521 -2.68433 -0.46579
S2 -3.27512 -6.11032 -0.06885
O6 -1.94188 -6.01234 0.50072
O7 -3.39540 -6.87129 -1.30362
F2 -3.86146 -7.28772 0.91299
N5 3.68410 1.99582 -6.05067
S3 4.67829 1.82329 -6.99788
O8 4.35414 2.21785 -8.38453
O9 5.68290 0.79347 -6.71582
F3 5.58760 3.09366 -6.50148
S4 2.43132 1.08491 -6.88424
O10 2.82141 -0.27005 -7.28832
O11 1.60950 1.90541 -7.82621
F4 1.45282 0.90764 -5.63389

Löwdin population analysis, charges in e, atoms 1 to 4: atom 1 (C): -0.03, atom 2 (C): -0.28, atom 3 (C): -0.16, atom 4 (O): -0.20

Record 2
The following is a DFT calculation (ωB97M-V with the def2-TZVPD basis set) of a single C6H15N molecule.

The strongest force on any atom is 0.0619 Eh/bohr. The spin multiplicity is 1. The LUMO energy is 1.098 eV. As for the energy above the lowest of the compared OMol25 structures with the same formula, charge and spin: 1.8757 eV. As for the HOMO energy: -8.1560 eV. The gap between HOMO and LUMO is 9.3 eV.

Positions of all 22 atoms, in Å:
C1 0.04707 -0.17721 1.12952
C2 -0.17016 -1.58975 1.79410
C3 0.43131 -2.76098 1.04269
C4 -0.42659 -0.09532 -0.27838
N1 -0.35459 1.25697 -0.81949
C5 -0.53676 1.32045 -2.25703
C6 0.81739 2.11270 -0.42241
H1 -0.48953 0.59953 1.58425
H2 1.13351 0.11362 1.27617
H3 -1.34163 -1.68096 1.86787
H4 0.24348 -1.53864 2.78190
H5 0.43492 -3.63361 1.72738
H6 1.42593 -2.50215 0.82750
H7 -0.14986 -2.88799 0.07320
H8 -1.43158 -0.56108 -0.23578
H9 0.09397 -0.76810 -0.95074
H10 0.42684 1.18768 -2.75029
H11 -1.22907 0.55076 -2.66453
H12 -0.77201 2.36799 -2.70661
H13 1.75293 1.80875 -0.87358
H14 0.59804 3.17195 -0.93834
H15 0.81269 2.11419 0.66712

natural (NBO) population analysis, charges in e, atoms 1 to 4: atom 1 (C): -0.40, atom 2 (C): -0.38, atom 3 (C): -0.61, atom 4 (C): -0.21

Record 3
The following is a DFT calculation (ωB97M-V with the def2-TZVPD basis set) of a molecular structure, C25H40F3N4O10SSi2Tl.

The strongest force on any atom is 0.0563 Eh/bohr. The spin multiplicity is 1. The LUMO energy (spin up / spin down) is -3.618 / -3.620 eV. As for the energy above the lowest of the compared OMol25 structures with the same formula, charge and spin: 1.8616 eV. As for the HOMO energy (spin up / spin down): -8.3315 / -8.3312 eV. The gap between HOMO and LUMO (spin up / spin down) is 4.7 / 4.7 eV.

Positions of all 86 atoms, in Å:
Tl1 -0.21412 -0.75416 -0.65880
O1 0.33468 -4.82499 -2.69721
C1 -0.14350 -3.83623 -1.93715
O2 -0.37737 -2.74915 -2.45941
C2 -1.01142 -4.43722 -0.84937
O3 -0.91778 -3.79467 0.37880
C3 0.25681 -4.15775 1.06713
C4 1.51526 -3.64483 0.40183
O4 2.51030 -3.46285 1.10750
O5 1.41300 -3.38500 -0.84854
H1 0.77473 -4.42171 -3.46072
H2 -0.77678 -5.49891 -0.74953
H3 -2.04194 -4.31942 -1.17977
H4 0.31112 -5.24594 1.17431
H5 0.20093 -3.71370 2.05122
C5 -4.33910 1.52666 2.00024
O6 -3.28659 2.36500 1.50122
C6 -2.33014 1.80372 0.78416
O7 -2.21615 0.58847 0.61513
N1 -1.49409 2.77221 0.30539
N2 -0.48744 2.36888 -0.58199
H6 -5.23110 2.14341 1.99238
H7 -4.09925 1.20592 3.01320
H8 -4.46986 0.65620 1.36315
H9 -1.96167 3.66020 0.14974
H10 0.30690 2.97775 -0.43094
H11 -0.82458 2.50623 -1.53575
C7 2.66073 2.08801 2.46895
Si1 2.49038 0.25633 2.08425
C8 3.45058 -0.76922 3.28717
C9 3.09725 -0.03824 0.35291
C10 0.60362 0.03368 2.14765
Si2 -0.50081 -0.75540 3.47987
C11 -1.00483 0.80356 4.40062
C12 0.47865 -1.87136 4.60143
C13 -2.02054 -1.62495 2.84302
H12 3.72180 2.34128 2.53135
H13 2.19030 2.35569 3.41921
H14 2.20156 2.69701 1.68540
H15 4.50960 -0.50615 3.21051
H16 3.34879 -1.82698 3.04383
H17 3.13970 -0.61576 4.32403
H18 4.15010 0.25210 0.27119
H19 2.51893 0.54335 -0.36765
H20 3.01867 -1.10185 0.11189
H21 0.06294 0.77934 1.55305
H22 -0.13930 1.33509 4.80465
H23 -1.65080 0.51880 5.23567
H24 -1.55206 1.49093 3.74838
H25 1.13620 -1.29844 5.26029
H26 1.09953 -2.57755 4.04148
H27 -0.20204 -2.44896 5.23372
H28 -2.36096 -1.16925 1.91610
H29 -2.82173 -1.54430 3.58333
H30 -1.83825 -2.67942 2.64889
F1 5.58762 -0.24715 -5.61434
C14 5.52910 0.37791 -4.42843
F2 6.45680 -0.18016 -3.63484
F3 5.87499 1.65712 -4.62424
C15 4.15564 0.25243 -3.82199
C16 3.35457 1.36425 -3.63852
C17 2.10810 1.17334 -3.06841
N3 1.65144 -0.02140 -2.68971
C18 2.43866 -1.08784 -2.87025
C19 3.70210 -0.99404 -3.42800
H31 3.69656 2.35200 -3.91168
H32 1.44641 2.01785 -2.90116
H33 2.05036 -2.03678 -2.52477
H34 4.32413 -1.87350 -3.52973
N4 -1.94606 -0.47026 -2.75504
C20 -2.64480 0.71056 -2.48177
C21 -3.76864 0.71250 -1.67329
C22 -4.28335 1.91660 -1.21226
C23 -3.67477 3.10851 -1.56855
C24 -2.63266 3.11220 -2.49269
C25 -2.12370 1.91437 -2.95241
S1 -3.98166 4.62871 -0.66864
O8 -2.63879 4.91376 -0.14244
O9 -4.42196 5.58745 -1.65967
O10 -4.95062 4.26374 0.34942
H35 -1.26690 -0.45848 -3.50042
H36 -2.39720 -1.36382 -2.64804
H37 -4.19450 -0.23411 -1.34998
H38 -5.13593 1.95019 -0.54365
H39 -2.22140 4.06466 -2.80802
H40 -1.28240 1.89392 -3.64396

Löwdin population analysis, charges in e, atoms 1 to 4: atom 1 (Tl): 1.12, atom 2 (O): 0.12, atom 3 (C): -0.61, atom 4 (O): -0.08